The following is a quantum chemistry calculation of a single C5H13N2P molecule, from OMol25.

## Properties
SMILES: NNC1(P)CCCC1
E_LUMO: 0.98 eV
frontier orbital gap: 9.67 eV
highest occupied orbital energy: -0.3191 Eh
energy relative to the best compared isomer or geometry (same formula, charge and spin): 179.0 kJ/mol
total charge: 0
calculated total energy: -17661.9362 eV

Bonds (Å) are listed after each position.
Atoms and positions in Å:
1 N 2.35622 -1.07208 0.04281  N2 1.485, H9 0.982, H10 0.986
2 N 1.87343 0.32667 -0.08313  N1 1.485, C3 1.447, H11 1.041
3 C 0.43187 0.44138 -0.03964  N2 1.447, P4 1.881, C5 1.421, C8 1.594
4 P 0.23785 2.30963 0.05527  C3 1.881, H12 1.418, H13 1.399
5 C -0.31917 -0.03558 -1.14715  C3 1.421, C6 1.536, H14 1.144, H15 1.092
6 C -1.69770 -0.53634 -0.69072  C5 1.536, C7 1.549, H16 1.105, H17 1.046
7 C -1.68922 -0.14797 0.80894  C6 1.549, C8 1.501, H18 1.046, H19 1.051
8 C -0.25102 -0.24186 1.22804  C3 1.594, C7 1.501, H20 1.024, H21 1.113
9 H 2.82145 -1.01412 0.90575  N1 0.982
10 H 1.56367 -1.63123 -0.13555  N1 0.986
11 H 2.10418 0.60502 -1.05981  N2 1.041
12 H 1.32399 2.67752 -0.77934  P4 1.418
13 H 1.02490 1.96811 1.16014  P4 1.399
14 H 0.20622 -0.88106 -1.71149  C5 1.144
15 H -0.44702 0.79226 -1.84846  C5 1.092
16 H -1.83809 -1.62594 -0.80896  C6 1.105
17 H -2.47565 -0.08961 -1.22948  C6 1.046
18 H -1.95575 0.85264 0.95623  C7 1.046
19 H -2.39829 -0.70816 1.34635  C7 1.051
20 H -0.02846 0.26574 2.08945  C8 1.024
21 H 0.01367 -1.31725 1.33646  C8 1.113